# 1
{
  "formula": "C6H10Cl6O",
  "method": "ωB97M-V with the def2-TZVPD basis set",
  "species": ["C", "Cl", "Cl", "Cl", "H", "C", "Cl", "Cl", "Cl", "H", "C", "C", "C", "O", "C", "H", "H", "H", "H", "H", "H", "H", "H"],
  "xyz": [[2.34, -2.85, -3.74], [0.88, -1.99, -3.31], [2.71, -3.88, -2.35], [3.68, -1.75, -4.13], [2.15, -3.48, -4.60], [-1.07, -0.95, -2.08], [-1.05, -0.32, -0.37], [-2.17, 0.00, -3.12], [-1.42, -2.65, -2.32], [-0.06, -0.78, -2.46], [0.62, 1.34, 2.10], [-0.55, 1.68, 1.20], [-1.64, 2.11, 2.12], [-1.41, 1.33, 3.30], [-0.13, 0.67, 3.28], [1.18, 2.27, 2.25], [1.22, 0.55, 1.67], [-0.92, 0.76, 0.76], [-0.36, 2.46, 0.45], [-2.60, 1.96, 1.63], [-1.44, 3.15, 2.38], [-0.29, -0.39, 3.08], [0.33, 0.76, 4.26]],
  "e_homo_ev": -9.51,
  "largest_force_ev_per_a": 5.37
}

# 2
{
  "formula": "C6H10ClF",
  "method": "ωB97M-V with the def2-TZVPD basis set",
  "species": ["C", "C", "C", "C", "C", "C", "H", "H", "H", "H", "H", "H", "H", "H", "H", "H", "F", "Cl"],
  "xyz": [[1.40, -0.14, 1.07], [0.65, -0.72, -0.14], [1.43, -1.80, -0.78], [-0.67, -0.52, -0.41], [-1.54, 0.50, 0.35], [-1.49, 1.92, -0.32], [0.73, 0.18, 1.94], [2.00, 0.72, 0.85], [2.11, -0.85, 1.53], [1.72, -2.61, -0.08], [2.45, -1.49, -1.17], [0.80, -2.15, -1.57], [-1.21, -1.02, -1.20], [-1.33, 0.62, 1.35], [-2.09, 1.87, -1.21], [-2.07, 2.57, 0.36], [-2.90, 0.17, 0.21], [0.01, 2.74, -0.80]],
  "smiles": "CC(C)=C[C@H](F)CCl",
  "e_homo_ev": -9.31,
  "largest_force_ev_per_a": 3.92
}

# 3
{
  "formula": "C6H10ClN2",
  "method": "ωB97M-V with the def2-TZVPD basis set",
  "species": ["C", "C", "C", "C", "C", "C", "N", "N", "Cl", "H", "H", "H", "H", "H", "H", "H", "H", "H", "H"],
  "xyz": [[-0.32, 2.62, 0.79], [0.76, 1.90, 0.89], [-1.87, 1.08, -0.35], [-1.60, 2.28, 0.21], [0.84, 0.59, 0.12], [-0.43, 0.00, -0.24], [-0.51, -1.26, -0.35], [1.15, -3.35, -0.34], [-2.86, 3.48, 0.03], [-0.15, 3.62, 1.18], [1.63, 2.32, 1.45], [-2.72, 0.63, -0.90], [1.41, 0.88, -0.80], [1.44, -0.38, 0.49], [0.31, -1.98, -0.19], [-1.35, -1.63, -0.58], [1.94, -2.98, -0.97], [0.81, -4.08, -0.90], [1.52, -3.74, 0.48]],
  "charge": 1,
  "e_homo_ev": -13.06,
  "largest_force_ev_per_a": 5.02
}

Calculated orbital gap in order - 9.90, 10.22, 8.95 eV
Calculated ΔE to the lowest compared entry with this formula, charge and spin in order - 75.3, 16.5, 52.6 kcal/mol